[1]
DFT (the ωB97M-V functional and the def2-TZVPD basis) results for a 2-piece molecular cluster, C3H12N2S overall.

Values from the calculation:
HOMO level (eV): -8.48
Relative energy (zero: lowest compared OMol25 entry of this formula, charge and spin) (eV): 1.373
Orbital gap (eV): 9.3
Spin multiplicity: 1
Lowest unoccupied orbital energy (eV): 0.799
SMILES: NCCS.CN
Molar mass (g mol⁻¹): 108.21
Electronic energy (eV): -17119.473
Charge: 0

Last column: natural (NBO) charge in e.
Cartesian coordinates (Å):
C  0.98421  -1.36577  0.26175  -0.23
C  1.27204  -0.38799  -0.87097  -0.54
S  -0.21652  0.52396  -1.40286  -0.17
N  0.09669  -2.48168  -0.07456  -0.83
H  0.49192  -0.83073  1.07832  0.19
H  1.90974  -1.77276  0.67664  0.19
H  1.66356  -0.94523  -1.72949  0.21
H  2.06292  0.31297  -0.58081  0.20
H  0.59036  -3.10957  -0.70395  0.35
H  -0.69692  -2.08695  -0.57513  0.36
C  -0.46339  1.99873  1.37382  -0.44
N  -1.36605  0.94827  1.84165  -0.85
H  0.46927  1.59883  0.95265  0.20
H  -0.90344  2.61966  0.59228  0.21
H  -0.18603  2.65126  2.21108  0.19
H  -1.29817  0.84632  2.84160  0.38
H  -0.85327  0.55296  0.16185  0.19
H  -2.32713  1.13562  1.59326  0.38

Atomic forces in eV per Å
-0.405 -0.190 0.363
0.388 -0.037 -0.062
-1.263 -0.395 2.965
0.330 0.229 -0.135
0.146 0.109 0.024
0.070 0.027 -0.154
-0.164 0.123 -0.041
-0.170 0.001 0.066
-0.261 0.058 -0.036
0.027 -0.258 -0.031
0.686 1.312 0.990
-0.046 0.033 -0.741
-0.254 0.065 0.284
-0.044 -0.129 0.149
-0.030 0.110 -0.172
-0.015 -0.307 0.045
1.019 -0.834 -3.689
-0.015 0.083 0.173



[2]
DFT (the ωB97M-V functional and the def2-TZVPD basis) results for C2HFN2O as an isolated structure.

Values from the calculation:
HOMO level (eV): -11.11
Relative energy (zero: lowest compared OMol25 entry of this formula, charge and spin) (eV): 1.065
Orbital gap (eV): 11.9
Spin multiplicity: 1
Lowest unoccupied orbital energy (eV): 0.832
Molar mass (g mol⁻¹): 88.04
Electronic energy (eV): -9832.916
Charge: 0

Last column: natural (NBO) charge in e.
Cartesian coordinates (Å):
C  0.98189  0.03679  0.00125  0.82
C  -0.98280  0.28374  -0.07228  0.13
H  -1.92231  0.90546  -0.05448  0.21
N  0.21051  1.09834  0.09820  -0.49
N  -0.89913  -0.96593  -0.01300  -0.14
O  0.39736  -1.18580  0.08488  -0.29
F  2.21449  -0.17260  -0.04457  -0.24

Atomic forces in eV per Å
-2.227 -0.132 1.514
-2.285 5.568 1.301
0.896 -1.384 -0.288
0.433 -4.337 -1.694
-2.370 -0.951 -0.174
2.406 0.160 -0.632
3.146 1.077 -0.026



[3]
DFT (the ωB97M-V functional and the def2-TZVPD basis) results for one molecule with the formula C4H5NO2.

Values from the calculation:
HOMO level (eV): -10.25
Relative energy (zero: lowest compared OMol25 entry of this formula, charge and spin) (eV): 1.991
Orbital gap (eV): 11.2
Spin multiplicity: 1
Lowest unoccupied orbital energy (eV): 0.992
SMILES: C1=NC[C@@H]2O[C@@H]2O1
Molar mass (g mol⁻¹): 99.09
Electronic energy (eV): -9812.323
Charge: 0

Last column: natural (NBO) charge in e.
Cartesian coordinates (Å):
O  -1.54892  0.54059  -0.81775  -0.47
C  -0.20152  0.58734  -1.16262  0.32
C  -0.60089  0.89014  0.20474  0.01
C  -0.31553  -0.21159  1.20378  -0.30
N  0.91817  -0.93618  0.90518  -0.45
C  1.18460  -1.09154  -0.31522  0.39
O  0.47962  -0.61000  -1.38958  -0.51
H  0.07364  1.32316  -1.91242  0.18
H  -0.63019  1.92151  0.55038  0.20
H  -1.14660  -0.92576  1.15299  0.23
H  -0.26502  0.16869  2.22666  0.21
H  2.05264  -1.65636  -0.64613  0.18

Atomic forces in eV per Å
-0.122 -0.129 -0.085
0.212 0.198 -0.051
0.106 0.052 0.215
-0.098 0.099 0.046
0.030 -0.084 -0.425
0.054 -0.080 0.306
0.016 0.038 -0.004
-0.059 -0.038 0.110
-0.119 -0.157 -0.071
0.063 0.098 0.085
0.051 -0.001 -0.173
-0.134 0.006 0.047



[4]
DFT (the ωB97M-V functional and the def2-TZVPD basis) results for a 2-piece molecular cluster, CH7N2O2 overall.

Values from the calculation:
HOMO level (eV): -15.25
Relative energy (zero: lowest compared OMol25 entry of this formula, charge and spin) (eV): 1.980
Orbital gap (eV): 11.5
Spin multiplicity: 1
Lowest unoccupied orbital energy (eV): -3.720
Molar mass (g mol⁻¹): 79.08
Electronic energy (eV): -8218.525
Charge: +1

Last column: natural (NBO) charge in e.
Cartesian coordinates (Å):
C  -0.80816  -0.06577  0.16454  1.00
N  1.45552  0.32942  0.09811  -1.10
N  -0.78864  -1.17422  -0.54966  -0.75
O  -1.09240  1.03582  -0.47300  -0.62
O  -0.93808  -0.03802  1.41741  -0.60
H  2.09181  -0.44313  0.32721  0.40
H  1.92172  0.86944  -0.71585  0.40
H  -0.69967  -2.07051  -0.09720  0.43
H  1.49074  1.08677  0.92669  0.39
H  -0.85541  -1.22656  -1.46155  0.41
H  -0.77501  0.89814  -1.46967  0.52
H  -1.00242  0.79862  1.83298  0.54

Atomic forces in eV per Å
-0.867 0.479 -2.654
1.473 3.446 0.736
0.283 -1.188 6.646
1.263 0.229 -3.309
0.235 -2.858 1.037
-0.158 0.525 0.112
-0.884 -1.239 1.670
0.082 0.045 0.283
0.329 -2.407 -2.298
-0.438 0.267 -5.561
-1.161 0.924 2.943
-0.157 1.777 0.393



[5]
DFT (the ωB97M-V functional and the def2-TZVPD basis) results for a 10-piece molecular cluster, C18H54ClN4O13 overall.

Values from the calculation:
HOMO level (eV): -6.79
Relative energy (zero: lowest compared OMol25 entry of this formula, charge and spin) (eV): 0.000
Orbital gap (eV): 9.0
Spin multiplicity: 1
Lowest unoccupied orbital energy (eV): 2.172
Molar mass (g mol⁻¹): 570.10
Electronic energy (eV): -64638.405
Charge: -1

Last column: Löwdin charge in e.
Cartesian coordinates (Å):
Cl  -3.88331  -6.76556  5.17104  0.64
O  -4.43171  -6.29430  6.42629  -0.36
O  -3.45593  -5.59656  4.45447  -0.36
O  -2.73675  -7.59146  5.45226  -0.37
O  -4.90065  -7.55266  4.50340  -0.33
C  -5.17630  -1.63672  3.04688  -0.09
C  -4.20530  -2.67466  2.48911  -0.32
O  -4.89328  -3.86813  2.14283  -0.08
H  -5.86844  -2.13263  3.73506  0.07
H  -5.82316  -1.18384  2.29467  0.07
H  -4.70949  -0.86604  3.66583  0.06
H  -3.46694  -2.98213  3.23475  0.09
H  -3.68329  -2.26389  1.62169  0.11
H  -4.75341  -4.46754  2.88162  0.04
C  -4.30171  -9.73393  7.84716  -0.07
C  -4.10894  -10.88149  8.85481  -0.33
O  -2.75731  -11.21900  9.05949  -0.08
H  -5.25539  -9.77369  7.32722  0.08
H  -3.48687  -9.71628  7.12224  0.07
H  -4.21715  -8.81029  8.42666  0.05
H  -4.67032  -11.74682  8.49397  0.10
H  -4.60162  -10.59423  9.79145  0.09
H  -2.23749  -10.40902  9.04518  0.08
C  -8.26481  -5.07644  4.83084  -0.09
C  -8.16463  -6.19847  5.87241  -0.29
O  -7.95590  -7.44219  5.15724  -0.10
H  -7.45051  -5.02969  4.11318  0.07
H  -8.29817  -4.11557  5.36808  0.07
H  -9.23608  -5.07897  4.33270  0.07
H  -9.08098  -6.20057  6.46007  0.10
H  -7.30143  -6.01916  6.51642  0.10
H  -7.00174  -7.38697  5.01147  0.03
C  -3.16996  -11.08908  3.67637  -0.07
C  -2.46829  -12.06864  2.72330  -0.32
O  -1.57430  -11.40005  1.85537  -0.10
H  -3.50619  -11.62569  4.56682  0.07
H  -4.05380  -10.69301  3.18002  0.08
H  -2.48074  -10.30732  3.99062  0.06
H  -3.18230  -12.63032  2.11801  0.10
H  -1.90929  -12.82210  3.29896  0.10
H  -1.13734  -10.67527  2.32771  0.02
C  -0.84413  -4.01624  2.42727  -0.09
C  -0.45956  -2.62716  2.90003  -0.30
O  0.61627  -2.74301  3.84938  -0.10
H  -1.19325  -4.68729  3.21766  0.06
H  -0.07265  -4.68225  2.02562  0.08
H  -1.56891  -3.91570  1.61671  0.07
H  -1.29328  -2.07567  3.33598  0.10
H  -0.04826  -2.11764  2.02100  0.11
H  1.05223  -1.88758  3.89492  0.07
C  -2.34636  -7.05272  0.59590  -0.66
O  -2.90997  -6.23538  -0.12506  0.00
N  -1.32969  -7.89123  0.17275  0.15
N  -2.58629  -7.23176  1.93040  0.18
H  -1.01794  -7.84062  -0.77605  0.09
H  -1.10717  -8.59075  0.84973  0.04
H  -3.17370  -6.59900  2.44375  0.06
H  -2.12118  -7.97546  2.41249  0.06
C  0.79266  -8.88106  3.37287  -0.61
O  -0.06078  -9.16605  2.53147  -0.01
N  0.47089  -8.52138  4.65483  0.19
N  2.12611  -9.00080  3.13584  0.16
H  -0.50235  -8.43240  4.91070  0.09
H  1.23508  -8.34133  5.27042  0.09
H  2.42798  -9.40907  2.26974  0.11
H  2.82335  -8.93492  3.84908  0.09
C  -0.36062  -5.10499  6.55026  -0.05
C  -1.10043  -4.61066  7.77200  -0.48
C  -2.09540  -3.49695  7.49073  -0.05
O  -1.84740  -5.65263  8.39724  -0.06
H  -1.03376  -5.58729  5.83337  0.06
H  0.38670  -5.83683  6.86190  0.07
H  0.08383  -4.27588  5.99562  0.07
H  -0.29781  -4.23207  8.41496  0.13
H  -2.83425  -3.80385  6.74536  0.07
H  -1.67008  -2.55822  7.11363  0.08
H  -2.62113  -3.19688  8.39859  0.07
H  -2.53121  -5.93496  7.77690  0.05
C  -4.52244  -8.03444  11.57963  -0.06
C  -3.68947  -6.88138  11.03898  -0.49
C  -4.57806  -5.97915  10.18576  -0.06
O  -3.14610  -6.17841  12.15271  -0.05
H  -3.85733  -8.82750  11.93215  0.08
H  -5.07090  -8.50392  10.75622  0.06
H  -5.27526  -7.76629  12.31797  0.08
H  -2.85198  -7.27961  10.45960  0.13
H  -4.95500  -6.45385  9.28027  0.07
H  -4.06967  -5.03900  9.96034  0.07
H  -5.46327  -5.62658  10.72774  0.08
H  -2.28628  -5.83645  11.89301  0.08

Atomic forces in eV per Å
-0.765 -0.324 1.876
-0.031 -0.108 0.299
-0.121 0.170 -1.290
0.424 -0.351 -0.331
0.531 0.640 -0.421
-0.442 -0.248 0.692
-0.238 -0.113 0.484
-0.071 0.220 -0.340
0.092 -0.169 -0.029
0.277 0.059 -0.195
0.252 0.126 -0.363
0.164 0.538 0.051
0.005 -0.244 -0.109
-0.038 -0.259 -0.027
0.658 0.009 0.842
-1.123 0.470 -0.657
0.234 -0.252 0.088
-0.042 0.081 0.051
-0.144 -0.138 -0.175
-0.192 0.246 -0.374
0.506 -0.312 0.045
0.176 -0.070 0.128
-0.075 0.018 0.004
-0.697 0.924 1.058
0.467 0.144 -1.595
-0.082 0.682 1.028
0.054 -0.258 -0.006
0.307 -0.029 -0.044
0.161 -0.445 -0.333
0.001 -0.455 0.043
-0.117 0.002 0.204
0.084 -0.610 -0.376
-0.223 -0.977 -0.357
0.443 0.194 0.644
-0.143 -0.096 -0.399
-0.022 0.093 0.037
0.127 0.472 0.132
-0.117 0.162 -0.013
-0.033 0.182 -0.091
-0.036 0.060 0.066
-0.013 -0.127 -0.067
-0.333 -0.777 0.108
1.320 -0.922 -0.482
-0.132 0.124 0.136
-0.705 0.547 0.147
0.642 0.900 -0.217
-0.318 -0.228 0.270
-0.102 -0.059 -0.107
-0.359 0.376 0.055
-0.012 -0.033 0.106
0.321 0.214 -0.300
0.358 -0.298 0.393
-0.981 0.826 0.306
-0.325 0.229 -0.347
-0.076 -0.332 0.011
0.871 -0.541 -0.476
-0.098 -0.029 -0.138
0.083 0.039 0.325
-0.834 -0.598 0.918
0.381 0.303 0.171
0.272 -0.258 -1.192
0.422 0.042 -0.548
0.127 0.233 0.133
-0.279 0.265 0.562
-0.258 0.043 -0.075
-0.064 0.099 0.243
-0.388 -0.148 -0.646
-0.449 0.418 -0.504
-0.074 0.913 -0.330
0.837 -0.174 0.562
-0.070 -0.066 0.169
0.124 0.073 -0.129
0.286 -0.025 0.176
-0.481 -0.287 0.686
-0.015 -0.196 0.090
0.365 -0.275 -0.096
-0.055 -0.310 0.094
-0.150 -0.013 -0.160
0.351 -0.870 -0.706
-0.959 -0.061 0.014
-0.045 0.862 0.286
0.155 0.137 0.248
-0.153 0.119 0.464
-0.009 0.169 -0.078
0.271 0.283 0.197
-0.188 0.016 -0.250
0.331 -0.039 -0.131
0.247 -0.272 -0.424
0.023 -0.432 0.337
-0.072 0.110 -0.047



[6]
DFT (the ωB97M-V functional and the def2-TZVPD basis) results for a 2-piece molecular cluster, C2H4O3 overall.

Values from the calculation:
HOMO level (eV): -10.25
Relative energy (zero: lowest compared OMol25 entry of this formula, charge and spin) (eV): 0.462
Orbital gap (eV): 10.6
Spin multiplicity: 1
Lowest unoccupied orbital energy (eV): 0.351
SMILES: O=C=O.CO
Molar mass (g mol⁻¹): 76.05
Electronic energy (eV): -8281.097
Charge: 0

Last column: natural (NBO) charge in e.
Cartesian coordinates (Å):
C  2.33927  0.16191  -0.16494  1.03
C  -1.44244  -0.32961  -0.07677  -0.24
O  2.71396  -0.50540  -1.01132  -0.49
O  2.00483  0.82920  0.70523  -0.53
O  -1.01495  0.78831  0.71025  -0.73
H  -1.00072  -1.36775  0.22568  0.15
H  -1.17164  -0.11248  -1.13920  0.16
H  -2.40159  -0.38156  0.18416  0.18
H  -0.02671  0.91738  0.56690  0.47

Atomic forces in eV per Å
0.405 -0.061 0.111
4.780 -0.461 -0.401
0.411 -1.025 -1.394
-0.654 1.032 1.204
2.374 -0.193 -0.257
-0.267 1.793 -0.373
-0.814 -0.535 0.589
-4.184 -0.392 0.037
-2.050 -0.158 0.485



[7]
DFT (the ωB97M-V functional and the def2-TZVPD basis) results for one molecule with the formula C4H8O2.

Values from the calculation:
HOMO level (eV): -9.93
Relative energy (zero: lowest compared OMol25 entry of this formula, charge and spin) (eV): 2.637
Orbital gap (eV): 10.7
Spin multiplicity: 1
Lowest unoccupied orbital energy (eV): 0.745
SMILES: C[C@H](C=O)CO
Molar mass (g mol⁻¹): 88.11
Electronic energy (eV): -8370.645
Charge: 0

Last column: natural (NBO) charge in e.
Cartesian coordinates (Å):
C  1.39039  0.80631  0.07694  -0.60
C  -0.01673  0.22435  0.25546  -0.40
C  -0.45321  -0.48198  -1.06389  -0.05
O  -1.71555  -1.09286  -0.88788  -0.72
C  -0.24331  -0.55814  1.50594  0.43
O  -0.40511  0.15619  2.48116  -0.55
H  1.74996  1.18330  1.03663  0.23
H  1.33376  1.66005  -0.61141  0.22
H  2.12979  0.10524  -0.32466  0.20
H  -0.50873  1.03553  0.98091  0.30
H  -0.45076  0.24055  -1.89504  0.17
H  0.29587  -1.25905  -1.35845  0.16
H  -1.94898  -1.57960  -1.68852  0.47
H  -0.38680  -1.64230  1.58314  0.15

Atomic forces in eV per Å
0.210 -0.015 0.098
-0.068 0.467 0.558
0.210 0.565 0.378
-0.274 -0.043 -0.079
0.155 0.001 0.838
0.110 -1.362 0.975
0.050 -0.021 -0.104
0.007 -0.211 0.140
-0.145 -0.050 0.062
-0.231 0.165 -3.731
-0.151 0.009 0.222
-0.190 0.520 0.559
0.056 0.132 0.193
0.262 -0.156 -0.110



[8]
DFT (the ωB97M-V functional and the def2-TZVPD basis) results for a 2-piece molecular cluster, C4H12N2O2 overall.

Values from the calculation:
HOMO level (eV): -9.42
Relative energy (zero: lowest compared OMol25 entry of this formula, charge and spin) (eV): 2.374
Orbital gap (eV): 9.9
Spin multiplicity: 1
Lowest unoccupied orbital energy (eV): 0.519
SMILES: CC(C)NC(N)=O.O
Molar mass (g mol⁻¹): 120.15
Electronic energy (eV): -11416.842
Charge: 0

Last column: natural (NBO) charge in e.
Cartesian coordinates (Å):
C  -1.03688  -0.73594  1.07398  -0.63
C  0.10702  -0.04733  0.41835  -0.02
C  -0.12030  1.47488  0.38329  -0.59
N  0.45373  -0.70206  -0.90411  -0.68
C  -0.47550  -0.69325  -2.02130  0.80
N  0.14102  -0.88170  -3.25500  -0.87
O  -1.65606  -0.59152  -2.08736  -0.63
H  -1.66792  -1.08629  0.19255  0.25
H  -0.80885  -1.43477  1.82149  0.22
H  -1.77059  0.04555  1.70337  0.19
H  1.08795  -0.39293  0.95951  0.18
H  0.71667  1.99345  0.13004  0.20
H  -0.54201  1.79108  1.47736  0.21
H  -0.83174  1.59436  -0.35326  0.21
H  1.43786  -0.89313  -1.05663  0.39
H  1.08626  -1.23141  -3.45184  0.38
H  -0.47600  -1.16656  -4.01982  0.39
H  1.12667  1.64182  3.36740  0.48
H  2.09075  0.52483  2.74150  0.48
O  1.13793  0.79091  2.88045  -0.95

Atomic forces in eV per Å
-4.228 2.362 -0.411
3.453 -1.139 0.489
-1.486 -2.065 4.071
-2.780 0.990 -0.815
4.152 -1.033 -0.608
1.326 -0.740 -1.398
-2.248 0.737 1.881
0.402 -0.133 1.692
0.497 -1.417 0.485
1.948 -1.814 -1.819
-1.814 1.282 -0.568
2.481 1.591 -0.541
1.091 -0.551 -3.015
-1.919 0.741 -1.454
-0.592 0.269 -0.350
-0.580 0.441 0.887
0.029 0.372 0.835
0.354 -0.831 -0.398
-1.572 0.747 0.463
1.485 0.193 0.575